{"formula": "C39H84FN3NbOS2", "method": "ωB97M-V/def2-TZVPD", "orbital_gap_ha": 0.2396, "e_homo_ha": -0.1649, "total_charge": -1, "lumo_ev": 2.03, "energy_ha": -2728.7777, "symbols": ["C", "C", "C", "Nb", "C", "C", "O", "C", "C", "C", "S", "C", "S", "N", "C", "C", "C", "C", "C", "C", "C", "C", "C", "C", "C", "C", "C", "C", "C", "C", "C", "C", "F", "H", "H", "H", "H", "H", "H", "H", "H", "H", "H", "H", "H", "H", "H", "H", "H", "H", "H", "H", "H", "H", "H", "H", "H", "H", "H", "H", "H", "H", "H", "H", "H", "H", "H", "H", "H", "H", "H", "H", "H", "H", "H", "H", "H", "H", "H", "H", "H", "H", "H", "H", "H", "H", "H", "C", "C", "N", "C", "C", "C", "C", "H", "H", "H", "H", "H", "H", "H", "H", "H", "H", "H", "H", "H", "H", "H", "C", "C", "N", "C", "C", "C", "C", "H", "H", "H", "H", "H", "H", "H", "H", "H", "H", "H", "H", "H", "H", "H"], "coordinates": [[-4.301, 2.230, -1.463], [-4.884, 1.645, -0.384], [-5.888, 0.561, -0.501], [-5.311, -1.392, 0.559], [-7.238, -2.346, -0.285], [-8.016, -3.042, 0.769], [-8.334, -2.553, 1.856], [-4.158, -2.098, -1.272], [-2.738, -1.485, -1.427], [-1.799, -2.202, -0.463], [-0.292, -1.300, 0.028], [-0.821, 0.282, 0.686], [-1.411, 1.449, -0.256], [-0.661, 0.507, 2.078], [0.701, 0.252, 2.542], [1.657, 1.375, 2.068], [2.455, 1.080, 0.803], [3.448, -0.107, 0.940], [3.444, -1.048, -0.273], [3.741, -2.534, 0.083], [2.619, -3.500, -0.317], [3.187, -4.863, -0.712], [-1.696, -0.203, 2.873], [-2.824, 0.687, 3.369], [-2.355, 1.921, 4.127], [-1.954, 3.113, 3.227], [-2.906, 4.294, 3.356], [-2.642, 5.406, 2.329], [-2.724, 4.933, 0.881], [-2.607, 6.080, -0.137], [-4.765, -3.188, 1.873], [-4.595, -4.505, 1.137], [-3.650, -2.988, 2.742], [-4.094, 3.290, -1.530], [-4.002, 1.598, -2.296], [-4.591, 2.012, 0.598], [-5.945, 0.291, -1.559], [-6.856, 0.905, -0.146], [-6.162, -0.704, 2.024], [-3.830, -0.469, 1.091], [-6.953, -3.032, -1.085], [-7.840, -1.524, -0.676], [-8.324, -4.095, 0.559], [-4.110, -3.186, -1.400], [-4.728, -1.717, -2.130], [-2.344, -1.675, -2.429], [-2.842, -0.424, -1.226], [-1.410, -3.079, -0.983], [-2.314, -2.591, 0.413], [1.094, -0.723, 2.227], [0.727, 0.266, 3.628], [1.017, 2.243, 1.909], [2.349, 1.615, 2.878], [3.029, 1.981, 0.571], [1.824, 0.904, -0.067], [4.444, 0.336, 0.961], [3.219, -0.634, 1.864], [4.199, -0.717, -0.986], [2.492, -1.014, -0.799], [3.859, -2.604, 1.163], [4.669, -2.813, -0.414], [1.922, -3.635, 0.508], [2.036, -3.122, -1.157], [3.885, -5.261, 0.023], [3.681, -4.825, -1.682], [2.378, -5.591, -0.800], [-1.200, -0.614, 3.755], [-2.073, -1.057, 2.308], [-3.400, 0.071, 4.061], [-3.462, 0.962, 2.529], [-3.167, 2.277, 4.766], [-1.524, 1.706, 4.803], [-0.924, 3.433, 3.397], [-1.995, 2.764, 2.198], [-3.930, 3.957, 3.176], [-2.807, 4.759, 4.339], [-3.360, 6.216, 2.472], [-1.632, 5.791, 2.503], [-1.898, 4.248, 0.712], [-3.653, 4.394, 0.689], [-3.226, 5.867, -1.006], [-2.879, 7.047, 0.284], [-1.583, 6.160, -0.502], [-5.615, -3.332, 2.552], [-5.364, -4.554, 0.366], [-3.642, -4.549, 0.606], [-4.641, -5.372, 1.800], [-1.406, -3.968, -6.932], [-1.608, -2.743, -6.052], [-0.550, -1.760, -6.189], [-0.572, -0.743, -5.150], [-1.782, 0.195, -5.081], [-0.303, -1.287, -7.537], [-1.468, -0.646, -8.303], [-0.423, -4.410, -6.764], [-2.161, -4.719, -6.697], [-1.502, -3.732, -7.993], [-1.621, -3.076, -5.010], [-2.604, -2.320, -6.254], [0.338, -0.142, -5.229], [-0.489, -1.256, -4.187], [-1.769, 0.939, -5.877], [-1.761, 0.739, -4.135], [-2.727, -0.348, -5.123], [0.067, -2.129, -8.130], [0.534, -0.585, -7.507], [-2.386, -1.230, -8.221], [-1.217, -0.585, -9.365], [-1.675, 0.368, -7.965], [10.918, 1.717, 3.373], [9.630, 2.145, 2.684], [8.679, 1.063, 2.528], [7.588, 1.376, 1.622], [6.624, 2.501, 2.012], [8.308, 0.370, 3.749], [7.701, 1.195, 4.891], [11.364, 0.861, 2.864], [11.637, 2.536, 3.352], [10.756, 1.453, 4.418], [9.888, 2.510, 1.686], [9.205, 3.004, 3.228], [7.012, 0.464, 1.441], [8.030, 1.629, 0.652], [5.946, 2.196, 2.809], [6.004, 2.765, 1.152], [7.147, 3.406, 2.325], [9.197, -0.137, 4.134], [7.622, -0.440, 3.491], [8.261, 2.113, 5.079], [7.721, 0.610, 5.814], [6.662, 1.458, 4.703]], "forces_ev_per_angstrom": [[0.036, -0.580, 0.430], [-0.126, 0.676, -0.897], [1.495, -0.615, 1.008], [-1.270, -1.130, -1.506], [-0.231, -0.364, 0.393], [-0.102, 0.633, 1.094], [0.074, -0.657, -1.432], [0.948, 0.633, -0.059], [-0.649, -1.013, 0.279], [-0.182, 0.310, -0.252], [0.385, -0.417, 0.001], [-0.324, 0.451, 0.039], [0.117, 0.037, -0.139], [0.088, -0.495, 0.426], [0.755, 0.647, -0.279], [-0.438, -0.385, -0.110], [0.505, -0.044, -0.045], [-0.372, 0.759, -0.796], [0.035, -0.649, 0.299], [-0.568, 0.730, -0.264], [0.520, -0.470, -0.122], [-0.513, -0.256, 0.012], [0.273, -0.074, 0.111], [0.332, -0.082, 0.074], [0.223, 0.783, -0.021], [-0.419, -0.273, -0.237], [0.309, 0.562, -0.569], [0.073, -0.456, -0.085], [0.212, 0.465, -0.081], [0.259, -0.360, 0.012], [-0.116, 0.358, 0.718], [0.377, 0.353, -0.276], [0.142, -0.232, -0.009], [1.102, -0.148, 0.545], [-1.013, 0.297, -0.642], [-0.977, 0.580, 0.145], [-0.311, -0.150, -0.063], [-0.053, 0.071, 0.077], [0.558, 0.366, 0.303], [-0.122, -0.065, -0.310], [-0.207, 0.023, -0.170], [0.111, 0.187, -0.024], [0.212, 0.082, 0.060], [-0.084, -0.095, 0.097], [-0.356, -0.061, 0.084], [0.066, 0.451, -0.191], [0.381, 0.084, -0.141], [0.269, -0.041, 0.076], [-0.054, 0.338, 0.241], [-0.156, -0.167, 0.014], [-0.412, -0.073, 0.105], [0.098, 0.202, 0.027], [0.103, 0.017, 0.019], [-0.032, 0.082, -0.125], [-0.312, 0.017, 0.100], [0.175, -0.203, 0.680], [0.250, -0.190, 0.055], [-0.027, 0.155, -0.094], [-0.148, 0.135, 0.081], [0.384, -0.133, 0.041], [0.120, -0.264, 0.143], [-0.100, 0.134, 0.067], [0.010, 0.174, -0.029], [0.106, 0.102, 0.079], [0.171, 0.082, -0.014], [-0.002, -0.080, -0.053], [0.127, -0.071, -0.003], [-0.217, 0.006, 0.096], [-0.289, -0.127, -0.202], [-0.143, 0.071, 0.133], [-0.088, -0.130, 0.115], [0.003, -0.317, 0.040], [0.067, 0.039, 0.081], [0.160, -0.016, -0.086], [-0.125, -0.137, 0.374], [-0.324, -0.226, 0.233], [0.041, 0.140, 0.133], [-0.007, 0.270, 0.007], [-0.141, -0.278, -0.159], [-0.051, -0.154, 0.221], [-0.094, 0.170, -0.098], [-0.190, 0.045, 0.003], [0.078, 0.128, 0.018], [-0.096, 0.145, 0.033], [-0.162, -0.313, 0.047], [0.083, 0.077, -0.010], [-0.166, -0.055, 0.032], [-0.036, -0.013, -0.036], [-0.071, -0.088, -0.087], [0.159, 0.078, 0.092], [-0.003, 0.055, 0.268], [0.069, 0.123, 0.060], [0.020, -0.102, -0.248], [0.069, 0.080, -0.095], [0.023, 0.042, -0.009], [-0.011, 0.010, 0.004], [0.017, -0.008, 0.000], [0.020, 0.132, 0.047], [-0.030, -0.047, 0.019], [0.016, -0.034, -0.125], [-0.046, -0.072, -0.037], [-0.052, -0.046, -0.050], [-0.009, -0.039, 0.024], [0.002, -0.011, -0.004], [-0.056, -0.046, 0.041], [-0.033, 0.042, 0.145], [0.006, -0.012, 0.033], [0.010, -0.011, 0.006], [-0.077, -0.030, 0.062], [0.020, 0.028, 0.042], [0.080, 0.047, 0.109], [-0.094, -0.108, -0.129], [-0.080, 0.074, -0.242], [-0.104, -0.066, -0.036], [0.111, -0.123, 0.238], [-0.065, -0.079, 0.048], [-0.042, -0.029, 0.005], [-0.010, 0.010, 0.003], [0.006, -0.015, -0.006], [-0.126, -0.017, -0.044], [0.047, 0.033, -0.007], [0.029, -0.045, 0.114], [0.098, 0.029, 0.052], [0.022, 0.046, 0.043], [0.004, -0.011, -0.005], [0.023, -0.016, 0.019], [0.044, 0.066, -0.031], [-0.051, 0.077, -0.126], [0.011, 0.003, -0.029], [0.006, -0.009, -0.009], [0.022, 0.083, -0.026]]}